1.
DFT (ωB97M-V/def2-TZVPD) results for the molecule C28H32N2O.

Results
ΔE to the lowest compared entry with this formula, charge and spin = 7.2 kcal per mole
energy = -34582.18922 eV
SMILES = C(=C\c1ccccc1)/CN1CCN(CCOC(c2ccccc2)c2ccccc2)CC1
charge = 0

CARTESIAN COORDINATES (ANGSTROEM)
O (2.88, -0.45, -1.03)
N (-2.30, -1.18, -0.29)
N (0.01, 0.34, -1.13)
C (4.73, -2.16, 2.29)
C (4.27, 1.39, -0.21)
C (6.02, -2.61, 2.10)
C (-7.46, -0.52, 0.18)
C (-6.28, 0.10, 0.59)
C (-8.69, 0.08, 0.40)
C (-1.35, 0.72, -1.47)
C (3.29, 3.18, 1.06)
C (-4.69, -1.70, -0.09)
C (-8.76, 1.32, 1.03)
C (0.00, -0.46, 0.08)
C (4.45, 3.92, 0.93)
C (-4.96, -0.48, 0.38)
C (6.13, -1.41, 0.03)
C (4.84, -0.95, 0.21)
C (-3.30, -2.23, -0.25)
C (5.52, 3.40, 0.22)
C (5.43, 2.14, -0.34)
C (-2.30, -0.48, -1.56)
C (-0.96, -1.65, 0.01)
C (3.20, 1.92, 0.50)
C (2.25, 0.22, -2.11)
C (-7.60, 1.94, 1.44)
C (4.20, -0.01, -0.79)
C (4.14, -1.32, 1.36)
C (6.72, -2.24, 0.96)
C (0.79, -0.23, -2.21)
C (-6.37, 1.34, 1.21)
H (1.01, -0.82, 0.27)
H (0.40, 0.13, -3.16)
H (2.78, -0.03, -3.05)
H (7.73, -2.59, 0.81)
H (-5.47, -2.39, -0.37)
H (2.29, 1.30, -1.96)
H (-0.61, -2.38, -0.74)
H (6.48, -3.26, 2.83)
H (6.68, -1.13, -0.86)
H (2.29, 1.35, 0.60)
H (-3.31, -0.14, -1.78)
H (-9.72, 1.78, 1.20)
H (6.43, 3.97, 0.12)
H (-5.47, 1.84, 1.53)
H (-1.71, 1.38, -0.67)
H (0.77, -1.33, -2.22)
H (-0.31, 0.19, 0.90)
H (-1.98, -1.15, -2.39)
H (-9.59, -0.41, 0.08)
H (-3.25, -2.87, -1.15)
H (-1.34, 1.27, -2.41)
H (3.14, -0.96, 1.50)
H (-4.13, 0.14, 0.66)
H (-7.43, -1.47, -0.32)
H (-7.64, 2.91, 1.93)
H (4.52, 4.91, 1.36)
H (-3.08, -2.88, 0.61)
H (2.45, 3.59, 1.60)
H (6.27, 1.73, -0.89)
H (-0.98, -2.16, 0.98)
H (4.77, -0.03, -1.73)
H (4.18, -2.45, 3.17)

Löwdin population analysis, charges in e, atoms 1 to 5:
1. O -0.12
2. N -0.19
3. N -0.16
4. C -0.07
5. C -0.17

2.
DFT (ωB97M-V/def2-TZVPD) results for a cluster of 2 separate species, C28H32N2O3S in total.

Results
ΔE to the lowest compared entry with this formula, charge and spin = 132.1 kcal per mole
energy = -49508.80744 eV
charge = 0

CARTESIAN COORDINATES (ANGSTROEM)
S (-2.80, 2.26, -0.72)
O (-2.98, 1.13, -6.39)
O (6.27, -1.32, -3.68)
O (-1.73, -0.42, 8.68)
N (3.66, -0.55, -3.02)
N (-0.98, -0.36, 5.97)
C (2.73, -0.14, -0.78)
C (-3.89, 0.57, -4.18)
C (-0.85, 0.33, 0.34)
C (0.31, 0.18, -0.47)
C (-2.56, 2.88, -3.27)
C (-3.05, 1.92, -2.33)
C (-1.51, -1.65, 7.97)
C (-1.76, -1.48, 6.47)
C (4.76, 0.40, -2.88)
C (-2.00, 0.52, 3.90)
C (-3.80, 0.81, -2.82)
C (3.99, -1.97, -3.14)
C (5.19, -2.19, -4.04)
C (-2.66, 2.66, -4.62)
C (-0.92, 0.08, 1.73)
C (-0.90, 0.63, 8.17)
C (1.65, 0.13, 0.04)
C (-1.20, 0.89, 6.70)
C (-1.01, -0.24, 4.56)
C (-3.22, 1.44, -5.09)
C (-0.04, -0.93, 3.79)
C (0.18, 0.10, -1.90)
C (0.00, -0.77, 2.41)
C (2.56, -0.29, -2.17)
C (-1.97, 0.64, 2.52)
C (1.26, -0.16, -2.72)
C (5.89, 0.05, -3.84)
C (-3.49, -0.12, -6.91)
H (5.61, -3.20, -3.89)
H (-0.81, 0.23, -2.33)
H (3.73, -0.27, -0.35)
H (-2.26, 3.36, -5.35)
H (-3.05, -0.98, -6.39)
H (-2.77, 1.19, 2.02)
H (4.20, -2.41, -2.14)
H (1.14, -0.27, -3.80)
H (5.55, 0.28, -4.87)
H (6.80, 0.62, -3.58)
H (-3.19, -0.10, -7.96)
H (0.74, -1.32, 1.85)
H (3.11, -2.48, -3.55)
H (-2.79, 0.99, 4.49)
H (-2.25, -2.35, 8.40)
H (-0.48, -2.03, 8.11)
H (-2.24, 1.25, 6.59)
H (1.82, 0.30, 1.11)
H (4.36, 1.39, -3.12)
H (4.87, -2.04, -5.09)
H (-4.32, 0.18, -2.10)
H (-2.13, 3.80, -2.86)
H (-1.80, 0.55, -0.19)
H (-1.16, 1.51, 8.78)
H (-0.52, 1.65, 6.31)
H (-4.58, -0.16, -6.82)
H (0.70, -1.54, 4.32)
H (0.18, 0.39, 8.27)
H (-1.46, -2.38, 5.94)
H (5.14, 0.43, -1.84)
H (-4.43, -0.30, -4.56)
H (-2.85, -1.31, 6.31)

Löwdin population analysis, charges in e, atoms 1 to 5:
1. S 0.67
2. O -0.10
3. O -0.14
4. O -0.14
5. N -0.12

3.
DFT (ωB97M-V/def2-TZVPD) results for a structure of composition C28H32N2PSSiTl.

Results
ΔE to the lowest compared entry with this formula, charge and spin = 5.5 kcal per mole
energy = -65231.35963 eV
charge = 0

CARTESIAN COORDINATES (ANGSTROEM)
Tl (-0.31, 1.15, 0.20)
S (-1.51, -1.48, -0.38)
P (-0.12, 0.26, 2.89)
Si (2.24, 0.04, -0.14)
N (-2.60, -2.27, -2.63)
N (-1.77, -0.11, -2.62)
C (-1.39, -0.80, 3.69)
C (2.74, 2.44, 1.41)
C (-1.79, 2.42, 3.09)
C (-1.19, 4.59, 3.90)
C (3.30, 1.52, 0.53)
C (3.14, 1.11, -4.08)
C (5.35, 2.79, 0.62)
C (0.01, 4.08, 4.36)
C (3.46, -3.83, 0.87)
C (1.36, -0.22, 3.88)
C (3.46, 3.51, 1.90)
C (2.55, 0.98, -2.84)
C (4.81, -2.36, 2.19)
C (4.64, -0.67, -3.53)
C (-2.29, 0.21, -3.92)
C (2.81, -2.74, 0.33)
C (4.47, -3.64, 1.80)
C (4.04, -0.79, -2.29)
C (4.19, 0.28, -4.43)
C (-0.57, 1.91, 3.52)
C (0.32, 2.74, 4.18)
C (4.62, 1.71, 0.15)
C (-2.11, 3.75, 3.29)
C (-1.97, -1.27, -1.98)
C (4.78, 3.69, 1.50)
C (2.99, 0.04, -1.91)
C (4.15, -1.27, 1.63)
C (3.15, -1.44, 0.68)
H (1.73, 1.64, -2.57)
H (5.61, -2.20, 2.90)
H (-2.50, 1.77, 2.58)
H (-1.41, 5.64, 4.02)
H (1.70, 2.32, 1.72)
H (2.19, 0.44, 3.63)
H (5.47, -1.31, -3.79)
H (-2.35, -0.62, 3.23)
H (0.73, 4.74, 4.83)
H (-1.77, -0.33, -4.71)
H (4.43, -0.27, 1.94)
H (5.08, 1.01, -0.52)
H (-2.15, 1.28, -4.10)
H (-2.68, -3.15, -2.14)
H (4.40, -1.52, -1.59)
H (1.63, -1.23, 3.58)
H (2.78, 1.87, -4.77)
H (3.01, 4.20, 2.59)
H (1.15, -0.19, 4.94)
H (-1.38, 0.64, -2.07)
H (5.00, -4.49, 2.22)
H (-1.43, -0.59, 4.76)
H (-2.61, -2.29, -3.63)
H (4.66, 0.38, -5.40)
H (5.34, 4.54, 1.87)
H (3.20, -4.83, 0.56)
H (-3.05, 4.14, 2.94)
H (2.03, -2.90, -0.40)
H (-3.36, -0.01, -3.98)
H (6.38, 2.92, 0.31)
H (1.27, 2.36, 4.52)
H (-1.12, -1.84, 3.53)

Löwdin population analysis, charges in e, atoms 1 to 5:
1. Tl 0.37
2. S 0.53
3. P 0.80
4. Si 0.60
5. N 0.10

4.
DFT (ωB97M-V/def2-TZVPD) results for the molecule C28H32N4O4.

Results
ΔE to the lowest compared entry with this formula, charge and spin = 3.4 kcal per mole
energy = -43708.40250 eV
SMILES = O=C1C[C@@H](N2CCN([C@H]3CC(=O)N(CCc4ccccc4)C3=O)CC2)C(=O)N1CCc1ccccc1
charge = 0

CARTESIAN COORDINATES (ANGSTROEM)
O (-1.45, -0.18, -1.38)
O (1.79, 1.72, 2.03)
O (-5.74, -0.53, 0.03)
O (4.04, 2.66, -1.80)
N (-2.39, 2.62, -0.37)
N (0.26, 3.65, 0.15)
N (-3.64, -0.55, -0.87)
N (3.03, 1.91, 0.11)
C (-2.41, -2.94, 0.11)
C (-0.70, 3.53, 1.24)
C (4.19, -4.41, -0.23)
C (-3.77, -1.78, -1.62)
C (3.76, -3.82, -1.41)
C (3.57, 0.57, 0.09)
C (-1.37, 2.75, -1.39)
C (-3.69, -3.00, -0.68)
C (-2.12, 3.61, 0.66)
C (-2.38, -2.31, 1.35)
C (3.32, 2.86, -0.86)
C (2.48, -0.48, -0.16)
C (2.61, 4.14, -0.48)
C (-1.23, -3.46, -0.41)
C (-0.02, -2.72, 1.53)
C (-4.10, 1.18, 0.62)
C (3.08, -1.85, -0.19)
C (4.07, -3.72, 0.97)
C (-4.64, -0.05, -0.07)
C (2.15, 2.35, 1.07)
C (3.51, -2.45, 0.98)
C (-2.45, 0.14, -0.79)
C (-0.05, -3.35, 0.30)
C (1.64, 3.73, 0.63)
C (-1.19, -2.19, 2.05)
C (0.04, 2.60, -0.83)
C (-2.64, 1.29, 0.19)
C (3.21, -2.55, -1.39)
H (-3.30, -1.91, 1.77)
H (1.65, 4.43, 1.48)
H (-1.54, 2.01, -2.18)
H (-3.73, -3.90, -1.28)
H (0.87, -3.76, -0.11)
H (-0.55, 4.35, 1.93)
H (4.62, -5.40, -0.24)
H (-4.55, -2.98, -0.01)
H (-1.49, 3.75, -1.82)
H (3.42, -1.92, 1.92)
H (4.40, -4.18, 1.89)
H (0.15, 1.59, -0.40)
H (-2.95, -1.81, -2.34)
H (1.74, -0.41, 0.64)
H (0.76, 2.70, -1.65)
H (-2.85, 3.49, 1.47)
H (0.90, -2.63, 2.08)
H (3.35, 4.85, -0.12)
H (-4.73, -1.77, -2.13)
H (3.86, -4.35, -2.34)
H (-1.18, -1.70, 3.01)
H (-1.24, -3.95, -1.37)
H (4.05, 0.38, 1.06)
H (2.10, 4.58, -1.33)
H (-0.57, 2.58, 1.79)
H (4.33, 0.54, -0.70)
H (-2.26, 4.59, 0.21)
H (-1.96, 1.07, 1.03)
H (2.87, -2.09, -2.31)
H (1.98, -0.26, -1.11)
H (-4.23, 1.08, 1.70)
H (-4.67, 2.05, 0.29)

Löwdin population analysis, charges in e, atoms 1 to 5:
1. O 0.11
2. O 0.12
3. O 0.11
4. O 0.11
5. N -0.12

5.
DFT (ωB97M-V/def2-TZVPD) results for the molecule C28H32N4O4.

Results
ΔE to the lowest compared entry with this formula, charge and spin = 34.1 kcal per mole
energy = -43707.07023 eV
SMILES = Cc1ccc([C@@H](C(=O)NC2CCCC2)N(C(=O)CCC(=O)Nc2cc(C)on2)c2ccccc2)cc1
charge = 0

CARTESIAN COORDINATES (ANGSTROEM)
O (-6.33, -0.18, -0.94)
O (-1.68, -1.05, -0.03)
O (0.04, -0.06, 2.81)
O (1.71, 2.83, 1.89)
N (-3.70, -1.39, 0.94)
N (1.45, -0.69, 1.18)
N (-5.77, -0.60, 0.21)
N (0.24, 1.76, 0.55)
C (1.33, 1.82, 1.33)
C (0.42, -0.91, 2.03)
C (-4.24, -0.68, -1.43)
C (5.56, 0.98, -0.35)
C (3.79, -3.14, -0.31)
C (3.11, -3.48, -1.47)
C (1.88, -2.92, -1.74)
C (-0.71, 2.86, 0.50)
C (-4.52, -0.90, -0.06)
C (5.21, 1.06, -1.69)
C (3.86, 0.99, -2.02)
C (2.21, 0.55, 1.36)
C (6.25, 1.24, -2.75)
C (-1.75, -2.10, 2.13)
C (-2.51, 2.19, -0.95)
C (-5.83, 0.21, -3.29)
C (2.90, 0.84, -1.05)
C (-3.14, 2.51, 0.40)
C (4.60, 0.81, 0.63)
C (-5.42, -0.22, -1.93)
C (-2.34, -1.46, 0.90)
C (-0.24, -2.28, 1.99)
C (-1.23, 3.04, -0.93)
C (-1.95, 2.57, 1.37)
C (2.00, -1.66, 0.30)
C (3.23, -2.23, 0.58)
C (3.26, 0.73, 0.29)
C (1.32, -2.01, -0.86)
H (3.55, -4.18, -2.17)
H (-2.24, -3.06, 2.31)
H (7.22, 0.90, -2.41)
H (0.00, -2.82, 1.07)
H (-3.31, -0.85, -1.94)
H (4.89, 0.75, 1.67)
H (-3.16, 2.43, -1.79)
H (2.68, 0.55, 2.35)
H (-1.81, 1.62, 1.88)
H (6.34, 2.30, -3.00)
H (-2.09, 3.34, 2.13)
H (-1.48, 4.08, -1.10)
H (-1.94, -1.45, 2.99)
H (3.57, 1.06, -3.06)
H (-2.25, 1.14, -1.00)
H (1.35, -3.18, -2.64)
H (-0.16, 3.73, 0.85)
H (1.86, 0.80, -1.33)
H (5.98, 0.71, -3.66)
H (3.75, -1.97, 1.48)
H (4.75, -3.57, -0.10)
H (-3.64, 3.48, 0.35)
H (-0.11, 0.86, 0.25)
H (-4.18, -1.61, 1.80)
H (-0.50, 2.73, -1.67)
H (0.14, -2.85, 2.84)
H (0.35, -1.57, -1.06)
H (-6.67, -0.39, -3.64)
H (-5.00, 0.10, -3.97)
H (-3.88, 1.77, 0.70)
H (6.60, 1.04, -0.07)
H (-6.15, 1.25, -3.27)

Löwdin population analysis, charges in e, atoms 1 to 5:
1. O 0.01
2. O 0.07
3. O 0.09
4. O 0.08
5. N 0.16

6.
DFT (ωB97M-V/def2-TZVPD) results for a structure of composition C28H32N7OSV.

Results
ΔE to the lowest compared entry with this formula, charge and spin = 28.1 kcal per mole
energy = -78551.68784 eV
expectation value of S² = 0.788
multiplicity = 2
charge = +1

CARTESIAN COORDINATES (ANGSTROEM)
V (-0.34, 0.34, 0.06)
S (-2.55, -0.55, 0.00)
O (0.06, 0.30, 1.88)
N (0.43, -2.72, -0.77)
N (-3.55, 2.98, -0.20)
N (1.70, 0.37, 0.05)
N (0.21, 0.60, -2.04)
N (-2.68, -3.19, 0.26)
N (2.28, 0.21, 1.29)
N (-1.76, -2.09, 2.05)
C (3.87, 0.57, -1.06)
C (1.35, 0.16, 2.19)
C (-1.09, 3.22, -0.67)
C (2.33, -0.37, 6.29)
C (1.70, -0.02, 3.61)
C (0.22, 5.22, -0.29)
C (1.03, -0.02, 5.92)
C (-1.23, -4.45, 1.75)
C (2.10, 0.82, -3.48)
C (0.20, -1.61, -0.53)
C (-0.09, 2.44, -0.08)
C (-2.43, -4.52, 0.83)
C (2.38, 0.53, -1.02)
C (-4.22, 4.24, -0.50)
C (3.30, -0.55, 5.31)
C (2.99, -0.38, 3.98)
C (1.04, 3.09, 0.44)
C (-2.44, 2.66, -1.08)
C (0.72, 0.15, 4.58)
C (-0.90, 4.60, -0.79)
C (-1.42, -3.33, 2.76)
C (1.26, 0.90, -4.58)
C (-2.29, -2.07, 0.84)
C (1.55, 0.66, -2.22)
C (-0.59, 0.66, -3.10)
C (-3.24, 2.89, 1.22)
C (-0.11, 0.81, -4.39)
C (1.18, 4.46, 0.35)
H (-5.17, 4.28, 0.04)
H (-1.65, 0.57, -2.91)
H (-0.28, 0.45, 4.29)
H (3.17, 0.88, -3.60)
H (-2.21, -3.57, 3.47)
H (-1.11, -5.40, 2.28)
H (4.31, -0.83, 5.60)
H (-2.38, 1.57, -1.16)
H (-1.66, 5.18, -1.30)
H (-4.17, 2.98, 1.78)
H (-3.64, 5.13, -0.21)
H (2.06, 4.93, 0.78)
H (-2.25, -5.20, 0.00)
H (-2.80, 1.93, 1.45)
H (-4.44, 4.30, -1.57)
H (3.74, -0.52, 3.21)
H (-2.70, 3.02, -2.08)
H (-0.80, 0.85, -5.21)
H (0.28, 0.13, 6.68)
H (1.83, 2.54, 0.93)
H (4.25, -0.23, -1.69)
H (2.57, -0.50, 7.33)
H (4.27, 0.46, -0.06)
H (-0.33, -4.27, 1.16)
H (1.67, 1.03, -5.57)
H (0.34, 6.29, -0.40)
H (-0.50, -3.14, 3.32)
H (4.20, 1.52, -1.48)
H (-2.99, -3.11, -0.69)
H (-1.42, -1.21, 2.41)
H (-3.32, -4.85, 1.36)
H (-2.56, 3.68, 1.56)

Löwdin population analysis, charges in e, atoms 1 to 5:
1. V 0.72
2. S 0.79
3. O -0.18
4. N 0.06
5. N -0.24

7.
DFT (ωB97M-V/def2-TZVPD) results for a structure of composition C28H32N8O2PtS.

Results
ΔE to the lowest compared entry with this formula, charge and spin = 81.2 kcal per mole
energy = -59639.07653 eV
charge = +2

CARTESIAN COORDINATES (ANGSTROEM)
Pt (0.25, 0.13, 0.30)
S (1.64, -3.61, 1.18)
O (1.96, -1.39, 0.99)
O (3.63, -0.11, 0.35)
N (-1.59, 1.47, 0.63)
N (1.50, 1.85, 0.44)
N (0.19, 0.64, 2.67)
N (-0.99, -1.65, 0.30)
N (2.57, 3.31, 1.71)
N (-3.01, -2.59, -0.39)
N (-1.53, -1.60, -1.92)
N (-3.24, 1.97, 2.00)
C (-1.95, 1.57, 1.89)
C (-1.06, 1.27, 3.06)
C (5.31, -4.91, 0.35)
C (-2.54, -1.33, -2.93)
C (2.06, 2.78, -0.39)
C (-2.82, 1.95, -1.52)
C (-1.84, -1.96, -0.64)
C (-4.98, 2.53, 0.26)
C (5.31, -2.50, 0.13)
C (3.97, -4.90, 0.68)
C (-5.12, 2.62, -1.11)
C (5.98, -3.72, 0.08)
C (2.75, 3.72, 0.41)
C (-0.20, -1.16, -2.19)
C (3.40, 4.92, -1.51)
C (1.82, 2.19, 1.68)
C (-3.73, 2.15, 0.73)
C (3.29, -3.68, 0.76)
C (-3.51, -3.63, -1.27)
C (2.73, 3.99, -2.32)
C (3.18, -1.21, 0.60)
C (1.43, 1.39, 2.88)
C (-2.67, 1.84, -0.14)
C (3.97, -2.47, 0.49)
C (3.43, 4.80, -0.14)
C (-4.06, 2.34, -1.98)
C (2.06, 2.91, -1.78)
C (-3.50, -2.70, 0.96)
H (2.95, 3.76, 2.52)
H (-0.09, -0.90, -3.24)
H (-3.28, -1.80, 1.53)
H (-4.55, -3.45, -1.54)
H (-0.86, 2.22, 3.58)
H (-6.06, 2.92, -1.53)
H (-3.74, 2.16, 2.86)
H (3.45, -5.83, 0.87)
H (-1.99, 1.73, -2.17)
H (-2.31, -0.39, -3.44)
H (-3.45, -4.59, -0.77)
H (-3.09, -3.58, 1.48)
H (7.03, -3.74, -0.16)
H (2.24, 0.67, 3.06)
H (0.53, -1.93, -1.92)
H (5.80, -1.57, -0.11)
H (-2.59, -2.12, -3.68)
H (0.07, -0.23, -1.56)
H (-1.62, 0.63, 3.75)
H (1.36, 2.04, 3.76)
H (-4.22, 2.45, -3.05)
H (2.75, 4.13, -3.39)
H (3.95, 5.50, 0.49)
H (-2.91, -3.69, -2.17)
H (-4.58, -2.82, 0.92)
H (1.56, 2.18, -2.40)
H (3.91, 5.74, -1.98)
H (5.85, -5.84, 0.30)
H (-3.52, -1.23, -2.46)
H (-1.15, -2.11, 1.19)
H (0.27, -0.30, 3.05)
H (-5.79, 2.75, 0.93)

Löwdin population analysis, charges in e, atoms 1 to 5:
1. Pt 1.10
2. S 1.10
3. O -0.21
4. O 0.11
5. N 0.07